[1]
Molecular formula: C2H38O19
Method: DFT, ωB97M-V/def2-TZVPD

```
59
Properties=species:S:1:pos:R:3:lowdin_charge:R:1
O -2.7909 2.2783 8.5584 -0.0451
O -3.7113 -0.2702 1.5642 -0.0470
O -3.4407 -4.1949 5.2893 -0.0312
O -6.5925 0.5096 8.9056 -0.1170
O -1.9554 -0.2768 5.8283 -0.3853
O -4.7411 -2.2298 8.6968 -0.0331
O -2.4557 -3.6312 7.6648 -0.1103
O -3.1010 -0.0206 10.2705 -0.0551
O -4.1840 -2.3340 3.5467 -0.0144
O -1.4290 -0.5398 3.3494 -0.0445
O -7.0808 1.8047 6.4210 -0.0905
O -6.3458 -2.8940 5.8896 -0.0508
O -1.7130 -1.1510 8.3079 -0.0537
O -0.8749 -2.7329 5.4059 -0.0650
O -5.4876 -0.3540 6.7191 -0.3364
O -1.7142 2.4046 5.4002 -0.0880
O -6.5418 -0.6993 4.3509 -0.0830
O 0.6838 0.1802 6.2187 -0.0798
O -5.4400 1.9169 3.9571 -0.0714
C -3.3448 -0.4658 5.6516 -0.2695
C -4.2261 0.1760 6.7048 -0.3296
H -4.8969 -1.6252 7.9624 -0.0155
H -3.1785 1.4770 8.2536 -0.0347
H -3.5446 0.0445 4.7148 0.0958
H -3.4355 -1.4917 5.6525 0.0838
H -7.6500 1.0404 6.7201 0.0547
H -6.2743 1.3215 6.3402 -0.0511
H -3.9944 -1.5387 4.0127 -0.0205
H -4.6688 1.3452 4.0344 -0.0069
H -3.7502 0.0995 7.6319 0.0646
H -1.3236 -1.9144 5.6478 -0.0304
H -3.8347 -3.5747 4.6795 -0.0135
H -6.2069 1.2996 3.9231 0.0273
H -4.3207 1.2154 6.5535 0.1027
H -2.9303 -0.3916 2.1225 -0.0083
H -1.1001 2.3929 4.6284 0.0333
H -0.9205 -0.7121 8.5701 0.0648
H -4.6358 -3.0530 8.2900 -0.0152
H -2.9870 2.9928 7.9451 0.0384
H -4.9178 -2.2144 2.9931 0.0345
H -0.2776 0.0462 5.9780 0.0035
H -2.3992 -2.6640 7.8374 -0.0120
H -5.9629 0.3048 8.1292 0.0039
H -1.7951 -0.6663 4.2497 -0.0162
H -1.9379 1.4521 5.4959 -0.0151
H -1.3843 -2.9985 4.6157 0.0309
H -7.1515 -0.2737 8.9324 0.0132
H -7.1914 -2.7990 6.2608 0.0061
H -0.9044 0.2221 3.4216 0.0083
H -2.7510 -3.6966 6.7465 -0.0450
H -3.9016 0.5992 1.8018 -0.0173
H -1.9083 -0.6692 7.4633 0.0290
H -7.3692 -1.1734 4.5017 0.0471
H -2.8552 -4.7032 4.7833 0.0251
H -2.6278 -0.4770 9.5865 -0.0472
H 1.1516 0.3954 5.4187 0.0053
H -5.7358 -2.1363 5.9168 0.0064
H -6.1092 -0.5146 5.1971 -0.0333
H -2.5234 0.6884 10.5112 0.0039
```

Properties
**2S+1**: 1
**Charge**: -2

[2]
Molecular formula: C6H14S
Method: DFT, ωB97M-V/def2-TZVPD

```
21
Properties=species:S:1:pos:R:3:lowdin_charge:R:1
S 0.9156 -0.5541 -0.2403 0.8319
C -1.6875 -0.6309 0.6095 -0.1230
C 0.8203 1.0818 -0.6273 -0.4726
C 1.6862 -0.7069 1.4297 -0.2859
C -2.3237 0.5137 0.7151 -0.2460
C 2.5037 -1.2959 -1.3200 -0.1886
C -2.5600 1.3863 -0.4468 -0.1152
H 2.2142 -1.1286 -2.4717 0.0910
H 1.6120 -1.7177 1.8050 0.0378
H -1.8240 -1.0744 -0.3234 0.0398
H 0.3254 1.7313 0.0956 -0.0150
H 2.7175 -2.2973 -1.2395 -0.0219
H -1.5825 1.7348 -0.7857 0.0351
H 3.3812 -0.8645 -0.9443 -0.0001
H -2.7923 0.8238 -1.3201 0.0692
H -2.4349 1.0857 1.6023 0.0879
H -1.4035 -1.1824 1.5069 0.0681
H 0.8416 -0.1085 1.9638 0.0627
H 2.6265 -0.2093 1.7450 0.0655
H -3.2407 2.2136 -0.1908 0.0851
H 0.2050 1.1992 -1.5630 -0.0058
```

Properties
**2S+1**: 1
**Charge**: 0

[3]
Molecular formula: C2H12N2O3
Method: DFT, ωB97M-V/def2-TZVPD

```
19
Properties=species:S:1:pos:R:3:lowdin_charge:R:1
O 0.0949 -2.4501 -1.2345 -0.1015
O 2.7387 -1.1852 -0.3655 -0.0786
O -3.9155 -0.7563 2.0777 -0.0222
N 0.6569 2.1334 -0.3606 -0.0289
N 0.2132 0.2156 0.9791 0.0496
C 0.2717 1.5482 -1.7045 -0.1367
C 0.4654 1.5737 0.7381 -0.3904
H -0.5943 0.1403 0.2290 0.1235
H -0.8503 1.7841 -1.8417 0.0918
H 2.8376 -1.4021 0.5734 0.0513
H 0.8054 1.9937 -2.6519 0.1022
H 0.2024 0.4884 -1.8496 0.0171
H 0.8886 -1.8365 -1.1385 0.0139
H -4.3050 -0.7911 1.2479 -0.0072
H -0.2976 0.1734 1.8758 0.0840
H -3.9277 0.1968 2.0775 0.0291
H -0.0051 -2.5317 -2.1894 0.0248
H 2.4476 -0.2378 -0.4068 0.0421
H 0.9407 1.9814 1.7217 0.1359
```

Properties
**2S+1**: 1
**SMILES string**: C/N=C\N.O.O.O
**Charge**: 0

[4]
Molecular formula: C4H6S
Method: DFT, ωB97M-V/def2-TZVPD

```
11
Properties=species:S:1:pos:R:3:lowdin_charge:R:1
S 1.0121 2.3996 -0.3508 0.6386
C -0.6507 -0.8442 0.2335 -0.1213
C 0.6667 -0.2097 0.9560 -0.1631
C -0.3897 0.1367 -1.0028 -0.2412
C 0.6793 0.7629 -0.2027 -0.8076
H 1.7078 -0.6167 1.0300 0.1206
H 0.0473 -0.3244 -2.0075 0.1541
H 0.2943 0.4595 1.8258 0.1305
H -0.5420 -1.9096 0.0528 0.0915
H -1.3455 0.4949 -1.3159 0.0881
H -1.4796 -0.3490 0.7816 0.1097
```

Properties
**2S+1**: 1
**SMILES string**: S=C1CCC1
**Charge**: 0

F_max (computed, eV Å⁻¹): 3.31; 4.46; 4.79; 4.81
M (computed, g mol⁻¹): 366.307; 118.245; 112.129; 86.159
Energy above the lowest of the compared OMol25 structures with the same formula, charge and spin (computed, kcal per mole): 36.71; 112.46; 51.24; 47.21